Computed, not measured: a molecular structure, C49H49BaIN5S2Si, with ωB97M-V/def2-TZVPD.

Geometry as XYZ:
```
108
Properties=species:S:1:pos:R:3:lowdin_charge:R:1
C 1.695 -1.784 -2.928 -0.14
Si -2.552 -1.118 0.715 0.50
S 6.585 0.940 -0.398 1.04
C -3.808 -2.211 1.666 -0.22
C -2.767 -1.817 -2.053 -0.09
C 4.359 1.548 -2.026 -0.06
C 6.305 0.012 1.005 -0.37
H -3.075 1.866 -0.410 0.10
C -0.918 0.566 -3.499 -0.21
C 5.046 -1.777 3.114 -0.37
N 0.029 0.034 -2.692 -0.17
C 1.705 -6.540 -0.630 -0.10
H 2.076 -2.545 -3.617 0.13
H 0.794 4.542 -3.612 0.09
C 1.650 4.252 0.156 -0.30
C -2.353 3.535 2.535 -0.17
C 0.036 -1.060 -4.710 -0.08
H -3.121 5.198 1.337 0.10
C 4.987 -0.271 1.110 -0.37
H 3.753 0.824 -2.585 0.08
C -2.656 0.556 1.612 -0.24
C -4.462 -0.296 -1.287 -0.11
C 2.670 -6.363 -1.615 -0.10
H 3.749 -2.225 -0.467 0.09
H 3.938 -4.951 -2.638 0.10
H 0.946 6.602 -2.251 0.10
C 1.265 -1.673 4.116 -0.07
H 1.291 -1.588 5.205 0.07
H 5.157 1.920 -2.668 0.07
I 2.548 2.465 2.497 0.95
H 6.110 -1.999 3.137 0.08
H 7.110 -0.243 1.688 0.08
C 0.624 -0.971 -3.437 -0.37
C -3.004 4.117 1.255 -0.18
C 1.792 -4.182 -0.133 -0.03
N 2.207 -1.659 -1.749 -0.14
H 1.392 7.691 -0.122 0.10
H 0.497 -5.567 0.868 0.10
C 1.205 3.214 -1.930 -0.21
S 3.985 -2.379 4.304 1.04
H -0.767 -2.576 -0.012 -0.05
H -4.998 -1.156 -4.532 0.09
H -1.849 -2.381 -1.888 0.09
C 2.051 4.270 1.531 -0.64
C 4.898 0.901 -0.784 -0.62
C -4.611 -3.150 3.781 -0.11
H -2.415 0.315 2.661 0.07
H 2.498 5.349 3.316 0.07
H -1.408 1.999 -0.928 0.07
H 3.697 2.371 -1.751 0.06
H 3.013 -7.210 -2.202 0.09
H 2.026 7.568 2.267 0.09
H 0.787 -2.621 3.859 0.08
H 1.422 -3.319 0.424 0.09
Ba 0.901 0.183 -0.295 1.56
H 1.291 -7.525 -0.442 0.09
H -3.691 0.956 1.627 0.09
H -4.580 -3.166 4.866 0.09
C -3.379 -1.869 -3.306 -0.10
C 2.648 -1.593 3.535 -0.63
C -4.529 -1.128 -3.551 -0.10
C 2.761 -3.993 -1.122 -0.21
H -6.144 -4.662 1.164 0.09
C 1.477 3.032 -0.582 -0.27
H -1.177 4.198 0.071 0.10
C -3.801 -2.263 3.072 -0.11
H -0.955 1.963 3.057 0.10
H -3.110 3.062 3.164 0.10
C -5.486 -3.989 1.706 -0.10
C 1.022 4.483 -2.550 -0.10
N 4.196 0.238 0.091 0.04
H -2.937 -2.466 -4.096 0.10
H -1.621 0.168 -5.578 0.08
H -4.913 0.312 -0.500 0.10
C 1.266 -5.443 0.110 -0.08
C 1.114 5.625 -1.807 -0.07
H -5.968 0.248 -2.727 0.09
H -3.136 -1.602 3.634 0.09
H 0.308 -1.767 -5.491 0.09
C 1.927 6.665 1.676 -0.11
H -4.719 -3.084 -0.085 0.10
H 0.656 -0.874 3.702 0.07
H -1.895 4.327 3.135 0.10
C 4.364 -1.027 2.223 -0.34
H 1.093 2.333 -2.580 0.06
C 3.287 -2.597 -1.381 -0.19
C -2.093 2.245 -0.117 -0.19
H -6.087 -4.712 3.643 0.09
H -1.553 1.382 -3.156 0.10
C -5.456 -4.019 3.096 -0.12
C 2.187 5.406 2.277 -0.19
C 1.571 6.729 0.358 -0.06
H -4.012 3.701 1.128 0.10
C -2.181 3.759 0.014 -0.17
C -0.953 -0.066 -4.756 -0.13
C -4.676 -3.095 1.005 -0.09
H -0.379 3.054 1.827 0.06
N -1.670 1.565 1.139 -0.22
C -0.869 -1.745 0.722 -0.44
H 4.072 -2.631 -2.139 0.11
H -0.649 -2.168 1.713 -0.06
C -5.072 -0.335 -2.540 -0.10
C 3.191 -5.091 -1.860 -0.06
C -3.296 -1.031 -1.015 -0.25
C -1.264 2.523 2.177 -0.23
H -2.645 4.158 -0.890 0.12
N 2.987 -0.942 2.453 0.06
C 1.440 5.546 -0.424 -0.19
```

Energy relative to the best compared isomer or geometry (same formula, charge and spin)   14.20 kcal/mol
Net charge   -1
Lowest unoccupied orbital energy   1.9 eV
Calculated total energy   -97404.4987 eV
Orbital gap   5.88 eV